Density functional theory data (ωB97M-V/def2-TZVPD) for a structure of composition C16H25AuN6O2P2S2.

Each line ends with the Mulliken charge.
CARTESIAN COORDINATES (ANGSTROEM)
Au (0.319, 0.084, -0.198)  0.896
C (-4.623, -2.608, 1.066)  -0.800
N (-3.394, -2.300, 0.346)  0.195
C (-2.942, -2.961, -0.761)  -0.317
C (-1.783, -2.346, -1.134)  -0.758
N (-1.533, -1.320, -0.275)  0.019
C (-2.512, -1.303, 0.615)  0.033
P (-2.730, -0.104, 1.963)  -0.337
C (-2.668, 1.422, 0.983)  -0.103
N (-1.728, 1.744, 0.114)  0.165
C (-2.089, 2.948, -0.410)  -0.856
C (-3.270, 3.355, 0.146)  -0.222
N (-3.632, 2.385, 1.034)  0.212
C (-4.845, 2.387, 1.839)  -0.766
C (-1.040, -0.106, 2.647)  0.200
N (0.102, -0.033, 1.977)  -0.183
C (1.116, -0.059, 2.889)  -0.576
C (0.576, -0.148, 4.137)  -0.346
N (-0.781, -0.178, 3.974)  0.191
C (-1.754, -0.261, 5.057)  -0.787
H (-4.951, -3.601, 0.772)  0.322
H (-4.439, -2.600, 2.138)  0.327
H (-5.402, -1.888, 0.823)  0.306
H (-3.470, -3.801, -1.177)  0.414
H (-1.125, -2.572, -1.956)  0.433
H (-1.492, 3.448, -1.154)  0.458
H (-3.865, 4.239, -0.006)  0.407
H (-5.256, 3.392, 1.838)  0.314
H (-5.584, 1.701, 1.427)  0.299
H (-4.617, 2.102, 2.863)  0.302
H (2.148, -0.019, 2.587)  0.396
H (1.036, -0.193, 5.109)  0.402
H (-1.211, -0.348, 5.993)  0.313
H (-2.369, 0.636, 5.087)  0.310
H (-2.389, -1.135, 4.931)  0.318
C (5.204, -2.513, -2.632)  -1.260
C (4.798, -1.119, -2.230)  -0.147
O (3.371, -0.987, -2.479)  -0.271
P (2.601, 0.337, -2.129)  0.916
S (0.670, 0.107, -2.605)  -0.477
S (2.724, 0.844, -0.191)  -0.511
O (3.337, 1.392, -3.049)  -0.263
C (2.970, 2.795, -3.040)  -0.214
C (3.790, 3.491, -4.096)  -1.285
H (6.271, -2.645, -2.455)  0.391
H (5.005, -2.682, -3.690)  0.312
H (4.661, -3.256, -2.049)  0.313
H (5.318, -0.360, -2.816)  0.285
H (4.972, -0.933, -1.169)  0.348
H (3.167, 3.189, -2.042)  0.366
H (1.900, 2.867, -3.245)  0.289
H (4.854, 3.394, -3.884)  0.318
H (3.538, 4.551, -4.111)  0.391
H (3.588, 3.073, -5.081)  0.317

Atoms 1-2, force components in eV/Å:
0.061 -0.197 -0.093
0.021 0.007 -0.022

The expectation value of S² is 0.755. As for the net charge: +1. For the gap between HOMO and LUMO (spin up / spin down), the calculation gives 7.579 / 7.897 eV. The spin multiplicity is 2. For the energy above the lowest of the compared OMol25 structures with the same formula, charge and spin, the calculation gives 0.0 kJ/mol. The LUMO energy (spin up / spin down) comes out at -0.080 / -0.124 Ha.